Record 1
{
  "formula": "C25H70N6O7",
  "method": "ωB97M-V/def2-TZVPD",
  "smiles": "COC[C@H](C)N.COC[C@H](C)N.COC[C@H](C)N.COC[C@H](C)N.COC[C@H](C)N.COC[C@H](C)N.CO",
  "e_homo_ha": -0.3152,
  "largest_force_ha_per_bohr": 0.0490,
  "e_above_lowest_ev": 1.7400,
  "energy_ha": -1849.55403,
  "species": ["O", "O", "O", "O", "O", "O", "O", "N", "N", "N", "N", "N", "N", "C", "C", "C", "C", "C", "C", "C", "C", "C", "C", "C", "C", "C", "C", "C", "C", "C", "C", "C", "C", "C", "C", "C", "C", "C", "H", "H", "H", "H", "H", "H", "H", "H", "H", "H", "H", "H", "H", "H", "H", "H", "H", "H", "H", "H", "H", "H", "H", "H", "H", "H", "H", "H", "H", "H", "H", "H", "H", "H", "H", "H", "H", "H", "H", "H", "H", "H", "H", "H", "H", "H", "H", "H", "H", "H", "H", "H", "H", "H", "H", "H", "H", "H", "H", "H", "H", "H", "H", "H", "H", "H", "H", "H", "H", "H"],
  "xyz": [[0.229212, -0.399549, -0.224097], [1.467215, -0.775714, -4.626314], [3.398412, -2.714623, 1.971962], [2.784144, 3.685323, 0.737637], [-0.125242, 2.200766, 2.867111], [-2.894021, -2.035587, 1.780712], [-0.648833, 3.815450, -2.595864], [-5.627761, -3.973694, 0.105220], [-1.971283, 0.983731, 1.320829], [-3.521650, 2.054618, -1.052226], [-2.120539, -0.630116, -5.570005], [4.425888, 3.479736, 3.000118], [4.057041, -5.295140, 4.455988], [-1.085380, -2.443608, -4.246923], [-1.645388, -2.473729, 1.269079], [1.567159, 3.682269, 0.052114], [-2.876224, 0.944400, 3.622738], [-1.399646, 2.809920, 2.802864], [3.287205, 2.427604, 1.067031], [-1.474987, 3.200798, -1.621873], [-4.315151, -2.150563, -0.729674], [0.344929, -0.631331, -5.474797], [-0.951444, -1.037775, -4.765452], [5.215002, 1.268933, 2.265083], [-2.921720, 2.973839, -2.033127], [-2.490934, 1.808545, 2.417822], [-0.637271, 3.261451, -3.889245], [-3.769269, 4.276002, -2.029826], [2.596297, -1.537341, 1.939932], [-3.951224, -2.949144, 1.629559], [4.601511, 2.579405, 1.824181], [2.651414, -0.452675, -5.310102], [1.075151, -0.019466, -1.316018], [0.782483, 3.035081, 3.583963], [3.985062, -5.554229, 2.002941], [3.300535, -3.376510, 3.210725], [-4.297012, -3.368483, 0.191340], [4.191434, -4.612283, 3.195765], [3.131016, -5.693407, 4.572794], [2.611832, 0.605923, -5.616533], [0.296505, 3.197833, 4.549673], [-6.318723, -3.295934, 0.418356], [-0.609873, -3.112763, -4.982145], [2.251850, -3.621848, 3.430491], [-4.716862, -2.430404, -1.698923], [-3.010480, 2.602314, -3.055153], [1.680281, 2.465427, 3.817986], [-0.977104, 0.827806, 1.500521], [2.823930, -1.069883, -6.193596], [-1.654982, 3.230267, 3.782226], [4.251201, 4.397631, 2.612501], [-1.863461, 0.161864, -6.151205], [-1.063368, 2.219237, -1.358297], [6.209495, 1.332120, 2.693091], [-1.462133, 3.888044, -0.775617], [-0.851345, -1.797482, 1.600286], [-2.041818, 0.376656, 4.045225], [-1.388011, 3.750302, -4.521680], [-4.617188, 4.118181, -2.699323], [5.233674, 0.655221, 1.356901], [-4.092720, 4.740007, -1.104642], [-1.585056, -2.339853, 0.188038], [-3.163010, 4.999140, -2.600547], [-2.132445, -2.731204, -4.154706], [-3.299477, -1.768573, -0.828913], [0.968047, 1.042794, -1.563974], [-3.590516, -4.122209, -0.164219], [-3.381232, 2.363121, 2.114405], [4.660653, -6.408699, 2.054744], [1.619325, 3.168539, -0.914028], [2.831117, -0.968898, 2.843247], [-2.898815, 1.868102, -0.262457], [-4.814474, -2.527867, 2.157912], [-3.626450, 0.210614, 3.325295], [1.541635, -1.797739, 1.817857], [2.892353, -1.015231, 1.031116], [-3.238880, 1.524525, 4.475856], [2.617506, 1.870265, 1.748002], [-2.291333, 0.017060, 1.403581], [-4.883897, -1.355598, -0.241874], [-0.650938, -0.061417, -0.441234], [0.306312, 3.590986, -4.331546], [0.491404, -1.332530, -6.308574], [2.945267, -5.880950, 1.949569], [3.654448, 3.144633, 3.558721], [-3.777625, -3.832482, 2.271975], [-1.355785, 3.666417, 2.121712], [3.520296, -0.414075, -4.652506], [1.121156, 4.662057, -0.095883], [5.358209, 3.114148, 1.240385], [-0.582803, -2.720273, -3.321479], [-1.049451, -0.416479, -3.858477], [4.269350, -5.049453, 1.073783], [-5.757031, -4.780206, 0.708673], [1.064431, 3.902420, 2.985664], [4.717987, -6.041068, 4.610756], [0.242739, 0.378380, -5.879518], [2.074938, -0.265540, -0.972866], [3.644213, -2.747136, 4.039771], [5.218141, -4.231461, 3.140973], [3.327683, 1.775965, 0.180501], [0.814987, 3.094534, 0.605778], [-2.300819, -1.387887, -6.231693], [-1.430449, -3.436011, 1.741830], [4.560803, 0.792601, 3.002159], [0.757444, -0.474697, -2.258310], [-3.746496, 1.144999, -1.439276], [-0.720343, 2.172866, -3.922373]],
  "atomic_forces_ev_per_a": [[-0.3, 0.2, -0.5], [-0.1, 0.1, 0.2], [-0.1, 0.0, 0.1], [0.3, 1.0, 0.1], [0.1, -0.1, 0.1], [0.1, 0.6, -0.1], [0.1, 0.2, 0.3], [-0.3, -0.1, 0.3], [0.5, -0.7, 0.0], [-0.1, -0.5, -0.1], [0.3, -1.0, -0.5], [0.7, -0.6, -0.8], [-0.5, 0.1, 1.1], [0.5, -1.4, -1.2], [0.2, 0.5, 0.8], [-1.1, -1.4, 0.0], [0.1, -0.2, 0.4], [-0.3, 0.4, 0.1], [-0.1, -1.1, 0.2], [0.0, -0.1, -0.9], [0.6, -0.2, 0.6], [-0.1, -1.5, 0.2], [-0.4, 2.0, 1.5], [-0.9, -0.5, -0.6], [-1.4, 0.7, 1.4], [0.8, -0.6, 0.7], [0.3, 0.9, -0.3], [1.1, 0.2, -2.0], [0.6, -0.7, -0.4], [-0.2, -0.7, 0.7], [0.7, 1.3, 0.9], [0.2, 1.4, 0.0], [-0.8, 0.3, 0.0], [-0.4, -1.1, 0.2], [0.3, 0.7, -0.4], [0.0, -0.2, -0.1], [-0.5, 0.2, 0.1], [0.5, -0.4, -0.6], [0.0, 0.0, -0.1], [-0.2, -0.1, -0.4], [0.3, 0.9, 0.0], [0.0, 0.0, -0.1], [-0.3, -0.1, 0.0], [-0.1, -0.2, -0.1], [-0.1, 0.2, 0.0], [0.3, -0.3, 0.1], [0.0, -0.2, -0.3], [0.0, 0.5, -0.1], [0.0, -0.2, 0.1], [0.0, 0.0, 0.1], [-0.5, 0.1, 0.4], [-0.1, 0.1, 0.1], [0.2, 0.1, 0.2], [0.0, 0.3, -0.1], [0.1, -0.2, 0.2], [-0.3, 0.1, 0.4], [0.2, 0.0, -0.4], [-0.3, -0.4, 0.1], [-0.3, -0.1, 0.4], [0.2, -0.4, 0.3], [0.2, -0.5, 0.3], [-0.1, -1.0, -0.1], [-0.1, 0.3, 0.3], [0.0, 0.1, 0.0], [0.0, 0.1, -0.3], [0.4, 0.2, 0.5], [0.1, 0.1, 0.0], [0.1, 0.1, -0.2], [-0.2, -0.1, 0.3], [0.3, 0.2, -0.2], [-0.4, 0.4, -0.1], [-0.1, 0.0, -0.2], [-0.1, 0.5, -0.6], [-0.1, 0.1, 0.1], [-0.1, 0.2, 0.4], [0.0, 0.3, 0.2], [-0.3, 0.2, -0.3], [-0.3, 0.3, 0.0], [-0.7, 0.3, 0.0], [-0.2, 0.0, -0.3], [0.0, 0.0, 0.2], [0.1, -0.4, 0.1], [-0.1, 0.2, -0.3], [0.0, -0.1, -0.1], [-0.2, 0.3, 0.1], [0.4, -0.2, -0.4], [-0.1, 0.0, -0.3], [-0.2, -0.8, 0.3], [0.6, 0.3, 0.1], [-0.3, -0.1, -0.4], [0.1, 0.7, 0.2], [0.4, 0.2, -0.2], [-0.4, 0.0, 0.0], [0.3, 0.0, 0.0], [-0.2, 0.3, 0.3], [0.2, 0.0, -0.2], [0.2, 0.2, 0.1], [0.2, 0.0, -0.6], [0.0, 0.2, 0.0], [0.0, 0.0, 0.0], [0.4, 0.2, -0.1], [0.1, 0.1, 0.1], [-0.2, 0.2, 0.0], [0.2, -0.3, -0.8], [0.1, -0.1, -0.1], [0.5, -0.7, 0.2], [0.0, 0.1, -0.1], [0.0, -0.1, 0.1]]
}

---

Record 2
{
  "formula": "C25H70O10",
  "method": "ωB97M-V/def2-TZVPD",
  "e_homo_ha": [0.0205, -0.2773],
  "spin_multiplicity": 2,
  "largest_force_ha_per_bohr": 0.0485,
  "e_above_lowest_ev": 0.0000,
  "total_charge": -1,
  "s_squared": 0.7505,
  "energy_ha": -1746.76956,
  "species": ["O", "O", "O", "O", "O", "O", "O", "O", "O", "O", "C", "C", "C", "C", "C", "C", "C", "C", "C", "C", "C", "C", "C", "C", "C", "C", "C", "C", "C", "C", "C", "C", "C", "C", "C", "H", "H", "H", "H", "H", "H", "H", "H", "H", "H", "H", "H", "H", "H", "H", "H", "H", "H", "H", "H", "H", "H", "H", "H", "H", "H", "H", "H", "H", "H", "H", "H", "H", "H", "H", "H", "H", "H", "H", "H", "H", "H", "H", "H", "H", "H", "H", "H", "H", "H", "H", "H", "H", "H", "H", "H", "H", "H", "H", "H", "H", "H", "H", "H", "H", "H", "H", "H", "H", "H"],
  "xyz": [[-1.375366, 0.889257, -4.247491], [1.466314, 0.951127, 4.041289], [-2.664556, -0.717543, 1.833169], [3.511344, -3.386013, -3.683471], [-2.898556, -4.519043, -0.752201], [3.417914, 3.948387, -3.019751], [3.978994, -0.894193, 3.638319], [-0.643756, 0.769967, 0.440449], [0.247974, 3.277917, -0.172701], [-6.462226, 3.139967, 0.237999], [-2.497326, -5.518163, -2.804081], [1.790474, 2.236127, -3.344911], [-5.426436, 2.251977, 0.408709], [3.783654, -2.317863, 3.598599], [2.488674, -2.907303, -2.868061], [3.246164, 2.619247, -3.426141], [-5.708776, 1.134517, -0.560021], [3.186704, -2.124493, -1.736651], [-2.084266, 0.940507, 3.472839], [1.648494, -1.969533, -3.622861], [-0.696096, 4.170877, 0.432589], [1.803004, 2.239807, 3.547869], [-1.275796, -3.440413, -2.097461], [5.159444, -2.951823, 3.936909], [-2.701416, -1.537233, 4.013719], [3.199134, -2.770093, 2.296749], [-4.131036, 3.027907, 0.263469], [3.768164, 2.430187, -4.883301], [0.526484, -0.024463, 0.508709], [-2.965916, -0.293953, 3.145459], [-2.601436, -4.173793, -2.094981], [1.069564, 3.266567, 4.397299], [-2.516086, 0.949377, -2.311131], [-1.184086, 1.143827, -2.878811], [3.300404, 2.244877, 3.530129], [-0.394806, 0.513697, -2.468821], [1.395164, 0.547627, 0.182789], [-2.555076, 1.094267, -1.231511], [-1.843006, -6.227923, -2.297911], [-4.012746, -0.032963, 3.300809], [3.720864, 3.218747, 3.279349], [1.389264, 2.330597, 2.543549], [-0.425266, -4.044543, -1.781661], [-3.314556, -1.335023, 1.489919], [4.952884, -4.019693, 4.008169], [1.863434, -3.712613, -2.482501], [-5.432986, 1.865697, 1.427949], [1.171814, 4.311987, 4.106189], [-1.637866, -1.767703, 3.951719], [-0.950366, 2.190877, -2.686071], [4.759464, 2.873567, -4.977371], [3.125524, -3.916103, -4.384721], [-0.935376, 3.867187, 1.451719], [-2.074416, 1.613507, 2.615469], [-3.431096, -6.080353, -2.793971], [1.274404, 3.048547, -3.856521], [2.203584, -2.339003, 2.191209], [-3.399966, -3.559043, -2.510351], [3.162844, -2.526303, 4.469949], [-6.718836, 0.772387, -0.368361], [3.227894, -3.848823, 2.143029], [0.629484, -0.296533, 1.559169], [0.370354, -0.917593, -0.096311], [-5.029816, 0.296737, -0.401151], [-5.565536, 1.569067, -1.549341], [-1.382276, 0.301697, 0.836569], [3.170244, 2.934597, -5.642361], [-1.239746, -2.593313, -1.412471], [0.006614, 3.027007, 4.426149], [3.755384, -1.263343, -2.087551], [-3.186006, -2.429153, 3.616549], [0.936734, -1.538713, -2.918661], [-3.019616, -1.386813, 5.045329], [-0.003276, 2.361637, -0.035171], [2.457744, -1.519173, -1.197851], [-1.628646, 4.216977, -0.129841], [-2.376266, 1.433807, 4.399929], [-3.303786, 2.334477, 0.414819], [2.194214, 0.346207, 3.880549], [-1.066816, 0.599407, 3.664009], [-3.124636, 1.745767, -2.739531], [3.758774, -2.435303, 1.423359], [-7.263636, 2.671787, 0.483289], [-4.110266, 3.446627, -0.742681], [3.813974, 1.905797, -2.828911], [3.805904, -2.642183, -1.004071], [-3.644796, -5.115733, -0.845331], [-4.002786, 3.855557, 0.961069], [3.344714, 3.949137, -2.062541], [-0.381136, 5.212737, 0.491039], [5.860334, -2.838063, 3.109929], [-2.936526, -0.033153, -2.525561], [1.367084, 3.181407, 5.442439], [4.603434, -0.651273, 2.950809], [2.183594, -1.177483, -4.146721], [3.755704, 1.358167, -5.080091], [-2.094386, -5.359023, -3.804291], [3.819384, 1.880507, 4.416689], [3.667394, 1.597757, 2.733479], [1.565414, 1.300767, -3.857311], [5.608924, -2.601423, 4.866039], [-1.114966, -3.196733, -3.147631], [1.416374, 2.126117, -2.327041], [0.994514, -2.534903, -4.286771], [-1.491876, -0.048923, -4.414311]],
  "atomic_forces_ev_per_a": [[1.1, 0.7, -1.7], [-1.1, -0.3, 0.4], [0.5, 1.2, -0.9], [1.0, -1.0, -0.6], [-0.3, 0.5, 0.5], [0.6, 0.4, 0.2], [-0.8, 0.2, 0.1], [0.5, 0.9, -0.7], [0.4, 1.8, -0.1], [-1.6, 1.9, 0.3], [0.3, 0.0, -0.6], [-0.3, 0.0, -0.2], [0.8, -0.5, 0.9], [2.2, 0.4, 1.1], [1.3, 0.9, 1.4], [-0.1, -1.2, -1.5], [1.2, -0.2, 0.2], [-0.5, 0.9, 0.4], [0.0, -1.3, 0.0], [-1.9, 0.5, -0.2], [-0.3, -0.7, -0.1], [-0.3, -0.5, 0.3], [0.0, -0.2, -0.3], [-1.0, -0.7, -0.7], [0.3, 0.5, 0.1], [-0.2, 0.0, -0.6], [0.0, -0.5, -0.6], [-0.2, 0.5, 0.9], [-0.9, -0.3, 0.7], [0.3, -0.6, 1.1], [0.9, -1.3, 1.1], [0.0, -0.2, 0.8], [-1.4, 0.1, 1.7], [0.0, -0.3, 0.1], [1.3, 1.0, -0.9], [0.0, 0.0, 0.2], [-0.1, 0.0, -0.1], [0.1, -0.1, 0.1], [0.5, 0.5, 0.3], [-0.3, 0.2, -0.5], [0.0, 0.2, 0.1], [0.2, 0.1, -0.4], [-0.2, -0.5, 0.0], [-0.4, -0.4, -0.1], [0.3, -0.2, 0.2], [0.1, -0.1, 0.3], [-0.1, -0.3, 0.3], [0.2, -0.1, -0.3], [0.1, 0.1, 0.3], [0.6, 0.0, -0.6], [0.2, -0.4, 0.1], [0.0, -0.1, -0.1], [0.0, -0.1, 0.1], [-0.1, 0.2, 0.2], [-0.4, 0.4, -0.5], [-0.5, -0.1, 0.1], [-0.2, -0.4, -0.1], [0.0, 0.1, -0.2], [-0.4, 0.0, -0.3], [-0.1, 0.0, -0.3], [-0.5, -0.1, 0.5], [0.6, -0.3, 0.0], [0.4, -0.2, -0.1], [0.1, -0.1, -0.2], [-0.3, -0.4, -0.2], [-0.5, -0.5, 0.3], [-0.4, 0.0, 0.2], [-0.4, 0.4, -0.4], [-0.1, 0.0, -0.3], [0.6, -0.4, -0.8], [-0.4, 0.2, -0.1], [-0.1, 0.4, 0.0], [0.1, 0.0, 0.1], [-0.8, -0.3, 0.4], [-0.5, -0.6, 0.5], [-0.1, -0.3, -0.1], [-0.4, 0.1, -0.2], [0.2, 0.1, -0.2], [0.3, -0.2, -0.1], [0.2, 0.0, -0.3], [-0.4, -0.3, -0.1], [0.4, 0.5, 0.1], [-0.2, 0.2, -0.1], [0.3, 0.0, -0.1], [0.4, 0.2, 0.4], [-0.1, -0.4, -0.3], [-0.4, -0.1, 0.6], [-0.4, -0.1, 0.2], [-0.2, 0.2, 0.1], [0.8, -0.2, -0.2], [0.1, 0.2, 0.0], [-0.1, 0.0, -0.1], [0.3, 0.0, 0.1], [0.1, 0.0, -0.2], [0.1, -0.2, 0.0], [0.3, 0.1, -0.2], [-0.3, -0.3, -0.4], [-0.5, 0.1, 0.4], [-0.2, -0.2, -0.2], [0.1, 0.0, -0.1], [-0.2, 0.1, -0.1], [0.3, 0.6, 0.0], [0.1, 0.3, 0.1], [0.1, 0.1, -0.5], [0.0, -0.1, 0.3]]
}